w:
23
Properties=species:S:1:pos:R:3:nbo_charge:R:1 method="wB97M-V/def2-TZVPD" smiles="N=C(N)N.CC(C)C" lumo_ev=0.80 multiplicity=1 homo_lumo_gap_ev=9.85 homo_energy_ev=-9.044
N -2.02595 0.64636 2.54865 -0.777
C -2.51799 0.66978 1.37721 0.576
N -2.12060 1.47770 0.33479 -0.853
N -3.58023 -0.16734 1.04613 -0.833
H -1.24711 1.28090 2.66687 0.333
H -1.43095 2.17139 0.57214 0.395
H -2.70337 1.58976 -0.47130 0.395
H -3.53204 -0.57142 0.12435 0.373
H -3.72045 -0.87491 1.75018 0.396
C 3.03441 -0.65492 -1.01369 -0.601
C 1.69581 -0.00783 -0.65262 -0.217
C 0.67376 -0.26601 -1.76851 -0.604
C 1.16266 -0.56739 0.64987 -0.607
H 3.80708 -0.33078 -0.32777 0.207
H 2.94919 -1.74154 -0.93573 0.198
H 3.35228 -0.42049 -2.02844 0.204
H 1.86455 1.06687 -0.58983 0.186
H -0.31250 0.12688 -1.54714 0.208
H 0.60115 -1.34486 -1.92364 0.197
H 1.03746 0.14212 -2.71088 0.204
H 1.77633 -0.40392 1.53708 0.209
H 0.16474 -0.17141 0.83068 0.213
H 1.07176 -1.64894 0.53160 0.199



x:
23
Properties=species:S:1:pos:R:3:nbo_charge:R:1 method="wB97M-V/def2-TZVPD" lumo_ev=1.04 multiplicity=1 homo_lumo_gap_ev=8.15 homo_energy_ev=-7.107
C 0.41171 -0.34566 -0.27926 0.388
C -0.47638 0.58326 0.40471 -0.418
C -1.21077 -0.49199 1.66246 -0.231
C 1.73025 -0.66833 0.38302 -0.659
C -0.29807 1.54418 -2.37059 -0.427
N 0.77231 0.99707 -1.56975 -0.780
N -0.13373 -1.37664 -1.02413 -0.827
N -0.34837 -0.71583 2.79148 -0.866
H 1.33445 1.76833 -1.20938 0.333
H 0.55092 -1.86861 -1.58375 0.381
H -0.91444 -1.08684 -1.59874 0.375
H -0.09778 -1.70001 2.86812 0.362
H -0.79026 -0.40560 3.65063 0.367
H 0.03372 1.32472 1.01173 0.228
H -1.36413 0.91713 -0.12757 0.211
H -2.10461 0.07813 1.93522 0.175
H -1.56986 -1.44063 1.26210 0.186
H 2.27382 -1.47520 -0.11895 0.212
H 2.37879 0.21234 0.35662 0.233
H 1.63873 -0.94573 1.43333 0.245
H -0.82058 0.74366 -2.91127 0.169
H -1.06362 2.12463 -1.81612 0.140
H 0.06790 2.22760 -3.14991 0.203



y:
23
Properties=species:S:1:pos:R:3:nbo_charge:R:1 method="wB97M-V/def2-TZVPD" smiles=CC[C@H](CN)NCN lumo_ev=1.06 multiplicity=1 homo_lumo_gap_ev=9.46 homo_energy_ev=-8.394
C -0.85636 -2.51409 0.56090 -0.612
C -0.35974 -1.26956 1.16092 -0.425
C 0.15832 -0.13192 0.28562 -0.032
C 1.63243 0.44236 0.72819 -0.229
N 2.56094 0.14507 -0.39996 -0.867
N -0.77510 0.97135 0.17488 -0.663
C -0.71110 1.62196 -1.09880 -0.076
N -1.98486 1.85148 -1.89530 -0.856
H -1.72343 -2.81712 1.13837 0.214
H -0.24415 -3.28581 0.84119 0.209
H -1.00450 -2.31687 -0.53962 0.210
H -1.13725 -0.85757 1.79999 0.205
H 0.31725 -1.43260 2.01489 0.197
H 0.28915 -0.63384 -0.75376 0.202
H 1.98789 0.01230 1.69449 0.167
H 1.64770 1.53796 0.91267 0.190
H 3.39794 0.77462 -0.34389 0.356
H 3.00002 -0.80775 -0.49283 0.364
H -0.80378 1.53680 0.99158 0.371
H -0.13707 1.14074 -1.93575 0.205
H -0.29985 2.69410 -1.15451 0.168
H -2.66975 2.32650 -1.37109 0.350
H -2.28470 1.01187 -2.31816 0.350



Which of them is the least stable? Correct choice: x.



w:
22
Properties=species:S:1:pos:R:3:nbo_charge:R:1 method="wB97M-V/def2-TZVPD" total_charge=-1 lumo_ev=3.82 multiplicity=1 homo_lumo_gap_ev=8.06 homo_energy_ev=-4.237
C -1.05228 -0.43840 -0.29264 -0.249
N -0.28704 -1.70501 -0.32668 -0.676
C 0.08964 -2.13565 1.01273 0.095
O 1.42696 -1.81130 1.32005 -0.802
C -0.98069 0.34735 -1.59477 -0.394
C 0.50187 0.74184 -1.91307 -0.622
H -0.73611 0.12917 0.58722 0.242
H -2.11459 -0.71341 -0.22569 0.165
H 0.56866 -1.56140 -0.84575 0.353
H -0.06674 -3.21740 1.10289 0.126
H -0.56071 -1.68971 1.77126 0.161
H -1.42523 -0.18161 -2.45216 0.183
H -1.51552 1.28922 -1.42098 0.197
H 0.84432 1.16402 -0.97231 0.222
H 0.53631 1.34765 -2.81789 0.194
H 1.05784 -0.17824 -2.08841 0.191
H 0.03062 2.74881 0.13572 0.450
H 0.15351 2.16369 1.60589 0.521
O -0.13043 2.92453 1.05860 -1.010
H 1.32169 -0.91769 1.78005 0.524
H 1.56405 1.12131 2.28346 0.414
O 0.77387 0.57225 2.29249 -1.285



x:
22
Properties=species:S:1:pos:R:3:nbo_charge:R:1 method="wB97M-V/def2-TZVPD" total_charge=-1 lumo_ev=2.55 multiplicity=1 homo_lumo_gap_ev=6.23 homo_energy_ev=-3.685
C 1.35092 1.26289 -0.80294 -0.416
N 0.36290 1.17752 0.22877 -0.651
C -0.73682 0.22619 -0.33455 -0.236
C -1.74207 -0.11718 0.68535 -0.391
C -2.99409 -0.98025 0.32076 -0.343
O -3.68924 0.33307 -0.65954 -0.601
H 1.10281 1.98936 -1.52021 0.153
H 1.49125 0.34251 -1.29097 0.179
H 2.31697 1.56124 -0.41430 0.228
H 0.88789 0.80674 1.06442 0.410
H -0.30475 -0.75205 -0.65596 0.160
H -1.17134 0.72569 -1.19685 0.196
H -1.18831 -0.54754 1.55834 0.204
H -2.31614 0.73064 1.03564 0.214
H -2.58113 -1.99338 0.17141 0.252
H -3.56653 -1.07063 1.28341 0.226
H 3.13887 -0.84356 1.78456 0.447
H -3.36754 -0.76781 -0.76400 0.393
O 2.42330 -0.48386 1.23385 -1.098
H 2.95888 -0.28697 0.31738 0.496
H 3.75726 -0.99169 -1.36646 0.414
O 3.86694 -0.32093 -0.67810 -1.237



Which of them is the least stable? Correct choice: x.